Molecular formula: C51H51GaO34PS
Method: DFT, ωB97M-V/def2-TZVPD

Geometry (Å):
H (2.189, -7.019, -3.603)
H (-0.852, 1.731, 2.564)
C (0.563, 2.788, 3.732)
O (7.187, 10.039, 9.386)
H (5.363, -9.700, -12.343)
O (0.397, -2.395, -5.372)
C (-1.062, -2.089, -2.004)
H (3.881, 4.491, 4.124)
C (2.256, 8.433, 2.826)
C (0.242, -0.378, 2.239)
H (-6.110, 3.548, -1.486)
C (1.843, -7.089, -7.569)
O (1.419, -9.453, -10.270)
C (-0.300, 1.580, 3.475)
O (-5.968, -1.187, 0.265)
C (-7.136, 3.046, -4.804)
C (1.979, -3.958, 4.994)
H (-5.305, 3.285, 1.159)
H (2.714, -9.970, -6.796)
H (4.353, -5.566, 6.977)
C (4.357, -3.442, 6.486)
H (-6.825, 1.294, -5.963)
H (-0.994, 1.460, 4.289)
H (1.289, 6.988, 1.605)
C (2.339, -8.217, -5.413)
H (3.359, -9.719, -9.385)
O (4.006, 13.759, 6.918)
O (-1.425, -0.573, -5.768)
O (1.674, -9.033, -14.934)
C (2.045, -9.419, -11.310)
O (1.659, 9.513, 2.331)
O (-5.900, 1.409, 5.544)
C (3.931, 7.574, 4.531)
O (4.076, -9.743, -10.051)
C (2.706, -5.040, 5.742)
H (1.438, 2.806, 3.105)
H (0.541, -3.300, -2.862)
C (-3.747, -2.135, 2.889)
C (-1.376, -0.992, -4.623)
H (4.367, 11.286, 6.024)
C (3.617, -2.355, 5.761)
C (-5.974, 1.101, -3.965)
C (3.542, -9.587, -11.255)
C (5.736, 10.601, 7.573)
C (6.445, 10.993, 8.839)
C (3.250, 8.701, 3.918)
C (-2.114, -1.053, -2.318)
O (-7.793, 3.751, -5.719)
H (-5.500, -0.420, -0.104)
C (-2.249, -0.548, -3.556)
O (4.155, -1.145, 5.870)
S (-4.288, 1.345, 1.912)
C (6.329, 12.219, 9.364)
O (0.985, -4.270, 4.372)
C (-6.802, -1.079, 2.330)
C (4.289, -9.578, -12.368)
H (4.631, 7.784, 5.328)
H (2.435, -9.072, -15.547)
C (-6.240, 3.040, -2.430)
C (-1.121, -1.034, 2.219)
H (-2.609, -1.133, -0.509)
O (3.442, 9.859, 4.247)
C (3.662, -9.401, -13.666)
H (1.208, -4.080, -5.418)
C (-1.208, -2.184, 3.209)
H (-1.894, -0.313, 2.440)
H (-7.997, 4.609, -5.296)
H (1.364, -6.133, 5.088)
O (-3.649, 2.240, 2.872)
H (-4.393, -2.991, 3.047)
C (1.712, -5.881, -5.335)
H (-6.007, 1.899, 0.343)
O (5.909, 9.472, 7.154)
C (1.559, -5.863, -6.832)
C (2.078, -6.993, -4.678)
O (-3.458, 1.051, 0.736)
H (-0.459, -2.060, 3.975)
H (-3.963, 0.118, 5.998)
O (1.210, -4.830, -7.367)
C (3.673, 6.332, 4.100)
O (5.373, -3.143, 7.087)
H (-0.034, 3.666, 3.526)
O (4.273, -9.396, -14.719)
C (-6.685, 1.807, -5.022)
C (2.503, -2.599, 5.061)
H (-2.644, -3.296, 4.308)
C (2.175, -9.209, -13.718)
C (2.001, 7.194, 2.392)
C (2.209, -8.189, -6.906)
O (2.485, -9.344, -7.512)
O (2.539, 4.911, 2.642)
C (-2.577, -2.299, 3.889)
C (-6.931, 3.750, -3.493)
C (-5.689, 2.283, 1.298)
H (-3.369, -2.242, 1.881)
C (4.884, 11.586, 6.926)
H (4.950, -1.253, 6.427)
H (1.742, -7.066, -8.645)
H (-2.995, 0.195, -3.798)
O (-2.891, -0.669, -1.323)
O (4.250, 5.256, 4.612)
H (-2.633, -1.617, 4.732)
O (1.461, -4.737, -4.725)
H (-7.608, -0.778, 2.985)
C (4.766, 12.810, 7.453)
H (-1.292, -1.357, 1.202)
O (-7.358, 4.885, -3.388)
Ga (-4.985, -0.549, 3.083)
O (-7.024, -0.568, 1.012)
H (0.350, -9.085, -12.639)
H (1.963, -1.821, 4.535)
P (-5.225, 0.080, 5.348)
C (3.821, -4.794, 6.438)
H (0.877, 2.819, 4.766)
C (2.700, 6.062, 2.988)
H (-4.937, 0.233, -2.138)
O (2.663, -9.270, -4.893)
H (2.028, 10.273, 2.822)
H (-1.046, -3.111, 2.676)
O (-5.157, 1.092, -1.721)
H (0.063, -1.855, -6.117)
C (1.422, -9.220, -12.612)
O (2.157, -6.245, 5.652)
H (0.431, 0.184, 1.324)
C (5.493, 13.211, 8.704)
C (-0.199, -2.548, -3.092)
H (7.093, 9.259, 8.804)
H (-6.484, 2.286, 2.023)
H (6.836, 12.512, 10.272)
H (0.979, -1.177, 2.281)
H (-5.919, -0.983, 5.999)
H (-6.809, -2.161, 2.262)
C (-5.791, 1.795, -2.645)
O (0.494, 0.392, 3.390)
O (-0.969, -2.513, -0.873)
O (-5.518, -0.019, -4.093)
C (-0.348, -2.035, -4.314)
O (5.349, 14.348, 9.111)
H (4.103, 14.541, 7.496)

The value obtained for the largest force on an atom is 1.29 eV/A. The total charge is -1. The HOMO-LUMO gap is 0.1741 Eh. As for the electronic energy: -7196.41510 Ha. The value obtained for the LUMO energy is -0.6 eV. The value obtained for the molar mass is 1340.70 g/mol.

Here are the Mulliken charges for atoms 1 to 8, given in e: 0.451 0.235 -1.437 -0.586 0.428 -0.650 1.019 0.346


Molecular formula: C21H62BN27O15S2
Method: DFT, ωB97M-V/def2-TZVPD

Geometry (Å):
H (-4.709, 2.243, 0.798)
H (1.776, 1.585, -9.238)
N (6.394, -4.511, -6.703)
H (0.042, -3.594, 3.594)
C (-1.430, 0.062, 7.640)
N (-4.777, -9.192, 3.888)
H (0.471, -2.643, 7.819)
N (-0.167, 0.026, 5.247)
B (-1.491, 0.150, 5.979)
C (2.543, 1.850, -7.321)
N (1.819, 8.691, -9.364)
N (-6.405, 0.460, -2.656)
H (1.097, 11.775, -9.637)
O (-5.960, -7.873, 5.280)
H (-0.791, -0.867, 8.018)
N (-7.043, -3.734, 1.832)
C (3.036, 5.746, -8.070)
C (2.852, -3.289, 8.289)
H (6.058, -4.997, -7.518)
N (3.946, 6.126, -7.156)
H (4.882, 5.755, -7.256)
H (-0.882, 1.024, 8.038)
C (5.532, 6.757, 3.049)
H (-5.662, -2.254, 0.372)
O (-2.826, 0.310, 5.372)
H (-4.248, -9.329, 3.044)
H (2.117, 2.562, 3.086)
H (1.680, 7.908, -8.739)
N (-0.069, -2.137, -1.596)
H (-5.399, 0.563, -2.618)
C (3.339, -0.918, -3.397)
O (-1.283, -3.404, -0.182)
C (2.273, 3.769, 4.774)
H (4.354, -3.455, -7.677)
H (2.348, 8.554, -10.209)
N (1.810, 6.269, -7.888)
H (-6.925, 0.990, -3.335)
S (-1.655, -4.551, 7.169)
N (1.474, 2.938, 5.467)
O (-5.053, -4.269, 2.743)
O (2.751, 4.783, 5.258)
H (-0.215, -2.041, 1.578)
H (-7.505, -4.365, 2.473)
H (-4.137, -2.681, 1.089)
H (-8.768, -1.121, -1.234)
N (0.067, -1.797, 0.637)
H (3.747, 6.750, -6.392)
H (1.277, 3.185, 6.428)
C (-2.124, -3.756, 4.347)
H (1.094, 6.008, -8.555)
H (0.557, -0.490, 5.792)
O (-3.672, 0.901, -0.996)
H (-0.456, -2.644, -2.381)
H (2.013, 10.774, -10.724)
N (-2.368, 0.097, 0.657)
O (0.636, 10.010, -7.973)
N (-8.305, -0.490, -1.875)
H (3.819, -2.719, -2.622)
H (-2.480, -0.038, 8.147)
N (4.720, -2.996, -6.860)
S (-0.073, -6.519, 5.209)
H (3.287, 0.905, -4.259)
C (-0.715, -2.876, 4.150)
N (4.194, 6.659, 2.954)
H (2.008, 0.506, -5.914)
H (3.640, 7.173, 2.289)
C (5.811, -3.412, -6.192)
N (-3.961, 1.639, 1.113)
H (7.099, 7.713, 2.211)
H (-3.781, -4.185, 5.914)
N (2.353, 2.133, -8.623)
H (1.071, 2.100, 5.086)
H (-0.229, -2.627, 5.211)
H (-4.583, -7.109, 2.528)
C (2.558, -5.569, 7.164)
O (3.249, 2.530, -6.593)
N (1.490, 10.873, -9.871)
H (-5.499, -6.108, 3.616)
C (-5.322, -8.016, 4.249)
N (6.094, 7.609, 2.173)
H (-1.885, -0.490, -0.010)
O (2.145, -0.984, -3.153)
H (3.098, 3.991, 2.945)
H (-3.219, -0.599, 5.123)
O (6.183, 6.124, 3.865)
C (-3.354, 0.880, 0.183)
H (1.573, 6.895, -7.138)
H (4.251, -2.171, -6.508)
O (-6.315, -1.025, -0.964)
C (-2.701, -3.689, 5.879)
H (-2.035, -4.850, 3.903)
H (4.882, 0.215, -4.213)
C (1.303, -3.469, 7.703)
O (3.300, 4.987, -8.989)
C (-0.479, -2.503, -0.369)
N (1.892, 0.755, -6.887)
O (6.237, -2.838, -5.202)
H (-2.940, -3.215, 3.663)
N (1.235, -4.842, 7.056)
H (-4.916, -9.975, 4.514)
H (-7.597, -3.221, 1.167)
N (-5.143, -2.784, 1.051)
C (-0.104, -5.313, 6.452)
H (2.825, 2.949, -8.990)
H (-2.092, 0.067, 1.624)
O (0.261, 0.254, 2.845)
H (2.742, -6.649, 6.752)
C (1.274, 9.867, -9.003)
H (0.730, -1.052, 0.504)
H (3.297, -2.361, 8.878)
N (2.502, 3.393, 3.502)
H (1.307, 0.182, -7.472)
C (-6.967, -0.392, -1.780)
O (-1.073, -1.667, 3.394)
H (-3.713, 1.636, 2.088)
N (4.201, -1.902, -3.080)
H (5.574, 8.139, 1.494)
H (-2.828, -2.570, 6.199)
H (7.219, -4.857, -6.230)
H (-8.859, 0.023, -2.540)
C (-0.318, -0.483, 3.832)
N (3.901, 0.143, -4.004)
H (0.592, -1.398, -1.769)
N (3.499, -4.608, 7.902)
H (5.188, -1.866, -3.273)
C (-5.705, -3.636, 1.927)
H (3.731, 6.029, 3.596)
N (-5.106, -7.011, 3.382)

The value obtained for the largest force on an atom is 8.82 eV/A. The HOMO-LUMO gap is 0.2622 Eh. As for the electronic energy: -4265.87488 Ha. The value obtained for the LUMO energy is -1.6 eV. The value obtained for the molar mass is 1007.85 g/mol.

Here are the Mulliken charges for atoms 1 to 8, given in e: 0.209 0.147 -0.409 0.217 -0.762 -0.389 0.364 -0.222


Molecular formula: C42H41N6O2ReSb
Method: DFT, ωB97M-V/def2-TZVPD

Geometry (Å):
H (4.328, 0.538, 2.123)
C (-5.113, -2.669, 1.274)
N (-3.201, -1.107, 0.002)
C (-4.698, -1.463, 1.831)
C (-0.712, -1.994, -0.767)
H (0.454, -5.651, -1.496)
H (-1.250, 0.583, -3.188)
H (5.060, -3.658, 2.462)
C (3.046, 0.526, -0.285)
H (-5.434, 3.148, 0.026)
C (1.649, 0.718, 0.340)
H (-5.119, -1.112, 2.764)
C (0.095, -3.699, -2.318)
H (-4.167, 2.615, -4.028)
C (-4.085, 2.412, -2.970)
C (0.121, -4.640, -1.304)
C (-2.247, 0.832, -3.555)
H (-0.555, 0.104, 3.538)
C (3.883, 1.809, -0.256)
C (-0.992, -0.863, 3.294)
H (1.444, -0.661, 2.495)
C (-3.751, -0.708, 1.173)
C (4.582, 3.876, 0.778)
H (-0.338, -1.706, -2.875)
C (3.678, -0.655, 0.454)
H (5.197, -1.370, 3.394)
N (-2.955, 1.251, -1.230)
C (4.253, -0.458, 1.707)
C (-4.780, 2.702, -0.711)
H (0.384, -3.967, -3.326)
Re (-1.340, 0.020, -0.435)
C (0.288, 3.886, 1.139)
H (0.040, 4.126, -1.587)
C (-0.275, -4.267, -0.028)
N (2.659, 0.190, -1.645)
C (0.321, 3.128, -1.241)
C (4.798, 2.043, -1.278)
H (4.040, -4.014, 0.235)
H (6.299, 3.337, -2.080)
Sb (-3.634, 1.342, 1.806)
C (-1.101, -2.608, 1.638)
H (3.288, 0.110, -2.425)
H (-2.080, -0.800, 3.314)
C (-3.103, 1.516, -2.541)
C (4.096, -3.019, 0.657)
H (-4.263, -2.699, -2.581)
H (-2.134, 1.462, -4.435)
H (1.381, -1.805, 1.146)
C (-3.794, 1.831, -0.315)
H (-5.688, 3.707, -2.390)
H (4.501, 4.582, 1.594)
H (-5.832, -3.298, 1.782)
C (3.598, -1.941, -0.065)
H (-4.988, -3.888, -0.485)
H (4.929, 1.335, -2.087)
H (-2.187, -2.567, 1.741)
H (3.141, -2.117, -1.030)
C (-0.311, -2.400, -2.048)
H (6.102, 4.991, -0.247)
H (3.096, 2.574, 1.593)
C (-4.634, -3.006, 0.030)
C (1.331, 0.180, -1.827)
C (-0.148, 2.979, 0.172)
C (-4.926, 3.012, -2.064)
C (3.788, 2.736, 0.780)
C (-3.339, -2.530, -2.026)
H (1.101, -2.379, 2.798)
C (4.743, -1.535, 2.426)
H (-2.779, -1.736, -2.506)
O (0.724, 0.128, -2.882)
O (1.421, 1.143, 1.447)
C (-0.183, 3.804, 2.426)
H (-2.739, -0.086, -3.884)
C (0.946, -1.540, 2.109)
C (-1.604, 2.025, 1.720)
H (0.175, 4.482, 3.190)
H (-0.114, 2.397, -1.916)
C (-1.192, 2.885, 2.712)
C (-3.697, -2.198, -0.616)
N (-1.027, 2.021, 0.503)
C (-0.698, -2.973, 0.241)
H (-1.674, 2.876, 3.681)
H (1.410, 3.066, -1.301)
H (-0.243, -4.989, 0.779)
C (5.590, 3.180, -1.278)
N (0.696, 0.333, -0.583)
H (-0.695, -1.579, 4.069)
H (-0.752, -3.368, 2.347)
C (4.666, -2.820, 1.903)
H (1.007, 4.642, 0.851)
N (-0.513, -1.302, 1.979)
C (5.482, 4.105, -0.251)
H (-2.746, -3.443, -2.076)

The calculation puts the energy above the lowest of the compared OMol25 structures with the same formula, charge and spin at 2.7 kcal/mol. The value obtained for the largest force on an atom is 1.10 eV/A. The total charge is +2. The HOMO-LUMO gap (alpha / beta) is 0.2575 / 0.2311 Eh. As for the electronic energy: -2422.11535 Ha. Its spin multiplicity is 4. The value obtained for the LUMO energy (alpha / beta) is -6.3 / -7.0 eV. The value obtained for the molar mass is 969.80 g/mol.

Here are the Mulliken charges for atoms 1 to 8, given in e: 0.434 -0.852 0.372 -0.699 1.330 0.483 -0.016 0.450